(1)
{"formula": "C29H47FN4Os", "method": "ωB97M-V with the def2-TZVPD basis set", "charge": -2, "spin_multiplicity": 5, "s2": 6.01, "total_energy_ha": -1542.4807, "species": ["Os", "C", "C", "N", "H", "N", "H", "C", "C", "C", "C", "C", "C", "H", "H", "H", "H", "C", "H", "H", "H", "C", "C", "C", "H", "H", "H", "H", "H", "H", "C", "H", "H", "H", "C", "C", "H", "H", "C", "H", "C", "H", "H", "H", "H", "H", "C", "H", "C", "N", "H", "N", "H", "C", "C", "C", "H", "H", "H", "H", "H", "H", "C", "H", "H", "H", "C", "C", "H", "H", "C", "H", "C", "H", "H", "H", "H", "H", "C", "H", "C", "F"], "coordinates": [[0.578552, -0.066285, 0.612730], [3.929326, -1.551282, 1.796865], [1.747258, -1.065850, 1.713360], [2.997629, -0.543428, 1.934023], [3.582541, -3.740617, 1.639134], [1.901687, -2.426977, 1.680095], [4.971270, -1.335977, 1.808794], [1.149200, -0.357645, -1.258768], [0.229158, 0.111941, -2.238829], [0.499548, -0.156074, -3.586546], [1.602308, -0.918690, -3.986096], [2.516098, -1.304430, -3.008445], [2.315772, -1.032051, -1.658898], [-0.680789, 0.640542, -1.921660], [-0.185950, 0.213970, -4.343559], [3.396302, -1.854750, -3.327439], [3.059116, -1.350306, -0.931783], [1.801163, -1.336169, -5.421678], [2.798390, -1.769645, -5.554845], [1.702415, -0.495434, -6.119857], [1.072701, -2.097395, -5.738052], [3.215285, 0.938778, 1.961369], [4.348948, 1.232403, 2.916921], [3.508985, 1.410308, 0.550998], [5.297793, 0.825242, 2.561811], [4.444074, 2.317357, 2.986613], [4.133553, 0.850068, 3.918105], [1.884329, 2.652056, 2.127505], [1.639419, 1.406458, 3.406744], [2.607029, 1.262807, -0.079363], [1.908216, 1.583069, 2.368123], [4.323315, 0.835487, 0.102575], [3.745761, 2.483820, 0.582682], [1.024877, 1.141067, 1.818647], [3.239504, -2.728966, 1.670773], [0.695245, -3.642375, -0.110352], [1.554149, -4.263244, -0.396063], [-0.250536, -4.172484, -0.320558], [0.750222, -3.333367, 1.388268], [-1.419098, -3.168832, 1.438356], [0.928946, -4.618160, 2.170258], [0.941348, -4.445709, 3.254621], [0.728839, -2.702666, -0.680088], [-0.639427, -1.618125, 1.202443], [1.841595, -5.151391, 1.871926], [0.068503, -5.259263, 1.935260], [-0.526993, -2.613590, 1.768908], [-0.584202, -2.343228, 2.824725], [-3.896857, 3.113268, -0.150228], [-2.572459, 2.794440, -0.362730], [-5.626635, 1.723441, -0.093692], [-3.669767, 0.951969, -0.513586], [-4.185067, 4.120820, 0.048653], [-1.383899, 3.658421, -0.067127], [-1.460418, 4.916363, -0.899709], [-1.361532, 3.905777, 1.431857], [-2.332055, 5.514745, -0.642865], [-0.567622, 5.522930, -0.705893], [-1.488163, 4.690807, -1.973787], [0.804320, 3.350717, -0.070474], [-0.047139, 2.639976, -1.479566], [-1.276368, 2.934811, 1.945067], [-0.138786, 2.846584, -0.403079], [-2.283242, 4.411470, 1.735039], [-0.500046, 4.542429, 1.681389], [-0.296127, 1.797771, 0.102365], [-4.594784, 1.945094, -0.228784], [-3.890633, -0.977217, 0.977983], [-4.764053, -0.547251, 1.475291], [-3.963340, -2.076732, 1.010182], [-3.842519, -0.527129, -0.478643], [-2.567935, -2.262405, -0.897240], [-5.099793, -0.877547, -1.241187], [-5.027625, -0.568687, -2.289938], [-2.973935, -0.646661, 1.494794], [-1.679280, -0.733447, -0.599597], [-5.980566, -0.418215, -0.788163], [-5.219620, -1.963227, -1.210207], [-2.589204, -1.170734, -1.077308], [-2.494658, -0.983173, -2.155744], [-2.500202, 1.517643, -0.710269], [-0.923367, 0.411979, 1.807443]], "forces_ev_per_angstrom": [[-1.81, 1.15, -0.61], [-0.68, -0.41, 0.29], [1.81, -1.62, -0.92], [-0.62, -0.30, -0.02], [0.24, -0.19, -0.04], [-0.38, 0.54, 0.20], [0.46, -0.16, 0.20], [0.37, -0.54, -0.61], [1.05, -0.66, -0.47], [-0.18, 0.11, 0.41], [-0.17, 0.02, 0.23], [0.15, 0.00, -0.09], [-0.44, 0.28, -0.90], [0.35, -0.20, -0.32], [-0.07, -0.05, -0.06], [0.05, -0.04, 0.07], [-0.16, -0.07, -0.03], [0.02, 0.02, -0.18], [-0.12, 0.08, -0.02], [0.02, -0.07, 0.12], [0.10, 0.13, 0.14], [-0.14, -0.80, -0.40], [-0.06, 0.38, 0.18], [-0.01, 0.22, -0.50], [-0.04, 0.03, 0.02], [0.16, -0.01, 0.03], [0.02, -0.05, -0.10], [0.23, -0.16, 0.23], [0.13, 0.11, 0.23], [0.57, 0.17, 0.26], [-0.54, 0.33, 0.42], [0.09, 0.21, -0.02], [0.09, -0.31, -0.15], [0.96, 1.67, 1.10], [0.31, 0.67, 0.29], [0.06, 0.19, -0.11], [-0.24, 0.05, -0.09], [0.47, 0.10, -0.02], [0.34, 0.18, -0.19], [0.40, -0.21, 0.40], [-0.26, -0.31, 0.12], [0.06, 0.00, -0.21], [-0.12, -0.43, 0.07], [0.03, -1.65, 0.71], [-0.21, 0.08, 0.11], [0.25, -0.01, 0.13], [-0.85, 1.09, -0.72], [-0.03, -0.16, 0.00], [-0.33, -0.30, 0.48], [-0.66, 0.45, -0.44], [-0.52, 0.16, 0.12], [-0.90, 0.40, -0.39], [-0.45, 0.26, 0.18], [0.01, -0.85, -0.41], [0.40, 0.36, -0.13], [-0.13, 0.14, 0.13], [-0.13, 0.11, 0.03], [-0.19, -0.03, -0.06], [-0.01, -0.05, 0.25], [-0.90, -0.40, -0.04], [-0.06, 0.14, 0.34], [-0.05, 0.34, -0.05], [0.32, -1.32, 0.06], [0.10, 0.00, 0.19], [-0.25, -0.19, 0.01], [0.43, 2.33, -0.80], [0.00, 0.37, 0.37], [-0.11, 0.03, 0.19], [0.01, -0.04, 0.14], [0.01, 0.37, 0.08], [0.63, 0.26, -0.08], [-0.26, 0.47, -0.08], [-0.05, -0.41, -0.15], [0.00, 0.01, 0.17], [-0.33, -0.13, -0.15], [-0.87, -0.47, -0.38], [-0.04, -0.04, -0.03], [-0.15, 0.04, -0.05], [0.62, -0.04, -0.14], [-0.05, -0.04, 0.24], [3.45, -1.44, 0.18], [-1.22, 0.14, 1.07]]}

=====

(2)
{"formula": "C5H7LiO5V", "method": "ωB97M-V with the def2-TZVPD basis set", "charge": 1, "spin_multiplicity": 5, "s2": 6.00, "total_energy_ha": -1522.2019, "species": ["O", "C", "C", "O", "Li", "H", "H", "H", "H", "C", "C", "V", "O", "H", "H", "O", "C", "O", "H"], "coordinates": [[-1.752956, -1.543904, 0.730282], [-2.625603, -0.786787, 0.362049], [-2.352504, 0.622939, -0.057557], [-0.990915, 0.917875, 0.229660], [0.066434, -0.840539, 0.822921], [-3.672399, -1.121449, 0.247592], [-3.015970, 1.302374, 0.498177], [-2.594342, 0.734854, -1.125545], [2.207999, -2.660654, 0.181280], [2.083828, -1.805602, -0.497163], [2.175375, -1.979213, -1.828021], [2.594470, 1.011409, 0.258872], [1.759295, -0.660566, 0.104715], [2.393585, -2.969141, -2.228499], [2.146640, -1.148821, -2.539429], [-1.206279, 3.015178, -0.548477], [-0.597644, 2.180312, 0.059777], [0.648658, 2.310267, 0.524036], [0.858696, 3.233902, 0.726113]], "forces_ev_per_angstrom": [[-0.15, 0.34, 0.10], [0.11, -0.39, -0.37], [-0.69, 0.38, -0.01], [0.33, -0.65, 0.62], [0.05, -0.08, -0.12], [0.19, 0.04, 0.14], [0.14, -0.10, -0.16], [0.19, 0.02, 0.19], [-0.01, 0.20, -0.22], [0.08, -1.42, -1.52], [0.38, 0.01, 0.55], [0.63, 1.49, 0.06], [-1.14, -0.30, 0.75], [-0.02, 0.30, 0.19], [-0.23, -0.22, 0.32], [0.32, -0.51, 1.11], [-1.01, 1.00, -2.18], [1.09, -0.31, 0.86], [-0.26, 0.20, -0.30]]}

=====

(3)
{"formula": "C23H22N3O4", "method": "ωB97M-V with the def2-TZVPD basis set", "charge": -1, "spin_multiplicity": 1, "total_energy_ha": -1354.9267, "e_above_lowest_ev": 0.154, "species": ["C", "O", "C", "C", "C", "C", "C", "C", "C", "O", "N", "C", "C", "O", "N", "C", "C", "O", "C", "C", "H", "H", "H", "H", "H", "H", "H", "H", "H", "H", "H", "H", "H", "H", "C", "C", "C", "N", "C", "C", "C", "C", "C", "C", "H", "H", "H", "H", "H", "H", "H", "H"], "coordinates": [[-5.792922, 1.499691, 1.560741], [-5.438281, 0.369716, 2.316092], [-4.126806, -0.056562, 2.149364], [-3.666497, -1.094736, 2.970131], [-2.380879, -1.553825, 2.887083], [-1.473787, -0.975495, 1.991974], [-0.073923, -1.392315, 1.983505], [1.002982, -0.573394, 2.092376], [2.339821, -1.157915, 1.995020], [2.481973, -2.363509, 1.890410], [3.439163, -0.295129, 2.016294], [4.756891, -0.857344, 1.902392], [3.330072, 1.090447, 2.151988], [4.314345, 1.801567, 2.097474], [2.057579, 1.624561, 2.356155], [1.927930, 3.047171, 2.518939], [0.889156, 0.860352, 2.372611], [-0.171983, 1.407223, 2.610085], [-1.940710, 0.043832, 1.150182], [-3.230536, 0.488483, 1.222017], [-6.819881, 1.768320, 1.809977], [-5.133942, 2.329963, 1.816705], [-5.732684, 1.265301, 0.497860], [-4.347630, -1.510011, 3.690097], [-2.036787, -2.330159, 3.549188], [0.129259, -2.449404, 1.894290], [5.497277, -0.063983, 1.986463], [4.912574, -1.582177, 2.698304], [4.863461, -1.348990, 0.938326], [0.871689, 3.314304, 2.534867], [2.388052, 3.359800, 3.453764], [2.418616, 3.548495, 1.687365], [-1.246423, 0.511865, 0.471695], [-3.543670, 1.284521, 0.572914], [1.387080, -3.273424, 5.028041], [0.169771, -3.197570, 5.878211], [0.131381, -2.270048, 6.832034], [0.079343, -1.449323, 7.697344], [-0.938236, -4.097159, 5.746872], [-0.995532, -5.118640, 4.780402], [-2.084475, -5.951972, 4.699009], [-3.149095, -5.807111, 5.567858], [-3.112405, -4.817159, 6.531059], [-2.031553, -3.977973, 6.622671], [1.307458, -4.028625, 4.248084], [1.566325, -2.314447, 4.538809], [2.255734, -3.521383, 5.640547], [-0.178965, -5.267382, 4.098901], [-2.105162, -6.729517, 3.954848], [-3.998601, -6.467173, 5.498445], [-3.932839, -4.706763, 7.217889], [-2.006739, -3.217983, 7.383887]], "forces_ev_per_angstrom": [[-0.12, 0.07, 0.01], [1.01, -0.63, 0.10], [0.12, -0.22, 0.20], [-1.08, 0.60, -0.12], [0.80, -0.04, -0.41], [-0.55, 0.38, -0.22], [0.34, 0.61, 0.20], [-0.35, 0.09, -0.16], [0.23, -1.14, -0.01], [0.62, 0.53, -0.16], [-1.13, 0.54, 0.18], [0.64, -0.30, -0.01], [0.12, 0.20, -0.03], [-0.41, 0.06, 0.08], [0.24, -1.25, -0.28], [0.14, 0.74, 0.04], [-0.99, 0.62, 0.20], [0.51, 0.01, 0.04], [0.77, -0.77, 0.47], [-1.08, 0.24, 0.09], [0.09, -0.15, 0.07], [-0.01, 0.19, -0.18], [-0.02, 0.21, -0.17], [-0.16, -0.16, 0.20], [0.00, -0.25, 0.24], [0.15, -0.18, 0.10], [-0.22, -0.05, -0.01], [-0.01, -0.12, -0.06], [0.04, -0.14, -0.01], [0.19, -0.23, 0.01], [0.07, 0.10, 0.00], [0.10, 0.08, 0.06], [0.01, 0.06, -0.18], [-0.02, 0.18, -0.19], [0.23, 0.01, -0.12], [-0.70, -2.14, -1.93], [-0.20, 3.72, 3.91], [0.17, -1.58, -1.75], [0.92, 0.70, 0.10], [0.02, -0.01, -0.07], [-0.11, -0.01, 0.05], [-0.58, -0.62, -0.22], [0.16, 0.17, 0.04], [-0.45, -0.10, 0.18], [0.05, 0.06, -0.03], [0.28, 0.05, -0.11], [0.35, 0.01, -0.12], [0.22, -0.03, -0.18], [0.00, -0.22, -0.23], [-0.18, -0.14, -0.02], [-0.26, 0.05, 0.22], [0.02, 0.20, 0.15]]}

=====

(4)
{"formula": "C3H6N2O2", "method": "ωB97M-V with the def2-TZVPD basis set", "smiles": "[H]/N=C(/NC=O)OC", "spin_multiplicity": 1, "total_energy_ha": -377.8237, "e_above_lowest_ev": 3.692, "species": ["H", "N", "C", "N", "C", "O", "O", "C", "H", "H", "H", "H", "H"], "coordinates": [[0.117598, 1.871046, -0.821290], [0.634684, 1.154596, -0.359349], [-0.001999, 0.388386, 0.421977], [0.667693, -0.101367, 1.615942], [1.728523, -0.684857, 0.841023], [2.589989, -0.002143, 0.360322], [-1.229760, -0.119779, 0.310953], [-1.699605, -0.318951, -1.019680], [1.077842, 0.733501, 2.051528], [1.597660, -1.755805, 0.638379], [-2.523146, -1.025881, -0.921074], [-0.903031, -0.746014, -1.640855], [-2.056453, 0.607267, -1.477875]], "forces_ev_per_angstrom": [[-0.86, -0.19, -1.19], [-0.81, 0.72, 1.11], [-0.62, 1.33, -0.28], [0.25, -0.13, -0.46], [1.48, -0.01, 0.11], [1.00, -1.41, 1.03], [-0.01, -0.23, 0.21], [-0.21, 0.02, -0.24], [-0.11, -0.24, -0.31], [-0.06, -0.02, -0.06], [0.05, 0.12, -0.12], [-0.14, 0.11, 0.12], [0.04, -0.06, 0.10]]}

=====

(5)
{"formula": "C5H7NO", "method": "ωB97M-V with the def2-TZVPD basis set", "smiles": "CC(=O)[C@@H](C)C#N", "spin_multiplicity": 1, "total_energy_ha": -324.7031, "e_above_lowest_ev": 0.583, "species": ["C", "C", "O", "C", "C", "C", "N", "H", "H", "H", "H", "H", "H", "H"], "coordinates": [[1.996122, 0.045912, -0.219600], [0.730843, -0.645879, 0.207606], [0.707388, -1.560514, 0.994354], [-0.570509, -0.004398, -0.317122], [-1.795384, -0.479525, 0.463207], [-0.515747, 1.469069, -0.403912], [-0.475165, 2.627576, -0.458303], [2.888354, -0.580925, -0.076628], [1.957028, 0.899589, 0.435973], [1.967348, 0.414154, -1.249132], [-0.627955, -0.364644, -1.354246], [-1.794909, -0.066299, 1.475142], [-2.722940, -0.188282, -0.034577], [-1.744473, -1.565839, 0.537243]], "forces_ev_per_angstrom": [[-0.02, -0.75, -0.43], [0.32, 0.14, 0.43], [-0.16, 0.22, -0.52], [-0.34, -0.10, -0.18], [-0.06, -0.06, 0.03], [0.25, 1.09, 0.03], [-0.08, -1.54, 0.07], [-0.42, 0.33, 0.20], [0.64, 0.62, 0.25], [-0.13, -0.02, 0.15], [-0.10, 0.05, 0.03], [0.03, -0.06, -0.14], [0.15, 0.00, 0.03], [-0.10, 0.09, 0.04]]}